Record 1
60
Properties=species:S:1:pos:R:3 method="wB97M-V/def2-TZVPD" charge=-1 relative_energy_kcal_mol=0.00 orbital_gap_ha=0.28616
Ga -0.01829 1.93862 -0.93334
O 2.05496 1.44739 -2.66951
C 1.78803 1.11637 -1.53394
C 2.79346 0.29674 -0.76774
C 4.13718 0.65131 -0.90013
C 5.11865 -0.03136 -0.20611
C 4.77183 -1.10473 0.60442
C 3.44404 -1.47468 0.72673
C 2.43424 -0.76912 0.06877
P 0.66927 -1.30061 0.19269
C 0.36228 -1.29216 2.00202
C -0.81312 -1.90807 2.44435
C -1.15435 -1.90898 3.78621
C -0.33998 -1.26411 4.70979
C 0.79763 -0.60351 4.27670
C 1.14692 -0.61236 2.92921
C 0.94517 -3.08987 -0.18263
C 1.07390 -3.39875 -1.53909
C 1.32608 -4.69882 -1.94927
C 1.43624 -5.71629 -1.00999
C 1.29626 -5.42258 0.33826
C 1.05380 -4.11650 0.75258
H 4.39081 1.47626 -1.55515
H 6.15735 0.26228 -0.30692
H 5.53806 -1.65666 1.13614
H 3.17632 -2.32828 1.33987
H -1.46385 -2.38178 1.71699
H -2.06706 -2.39440 4.11139
H -0.60132 -1.26528 5.76125
H 1.41891 -0.06897 4.98548
H 2.02525 -0.07197 2.60355
H 0.97544 -2.60412 -2.27207
H 1.43468 -4.91928 -3.00497
H 1.62285 -6.73525 -1.32910
H 1.38430 -6.21026 1.07809
H 0.95708 -3.90316 1.80907
O -6.08562 2.49896 -0.66321
C -5.16200 1.58423 -1.24854
C -3.70154 2.06357 -1.23228
C -3.59489 3.35349 -2.05562
O -3.99120 3.20988 -3.40974
C -3.30698 2.43549 0.21207
Se -1.55946 1.88028 0.96990
C -2.89676 0.89508 -1.82969
Se -1.29180 1.34079 -2.89339
H -6.16247 3.25237 -1.25455
H -5.44353 1.36594 -2.28112
H -5.23823 0.66180 -0.66800
H -2.57283 3.72965 -1.98503
H -4.25106 4.10902 -1.61648
H -3.28299 2.71528 -3.84607
H -4.01836 2.00792 0.91513
H -3.33832 3.51502 0.33830
H -3.52250 0.30041 -2.49676
H -2.56243 0.23891 -1.03154
N 0.60167 3.81448 -0.80600
C 1.49661 4.42409 -0.34770
N 2.38617 5.09998 0.21706
C 3.57987 5.56284 -0.03196
N 4.64558 6.00349 -0.16834

Record 2
56
Properties=species:S:1:pos:R:3 method="wB97M-V/def2-TZVPD" relative_energy_kcal_mol=27.75 multiplicity=2 orbital_gap_ha="0.23358 / 0.21474"
Ir 1.70013 1.29653 -2.08654
C 3.91995 2.22016 0.72404
C 3.72354 1.24179 -0.39509
C 3.92765 1.65743 -1.73378
C 3.76814 0.74077 -2.78969
C 3.40979 -0.60334 -2.52188
C 3.23146 -1.00836 -1.21647
C 3.38771 -0.08611 -0.16575
H 3.68359 3.23184 0.39895
H 4.95863 2.20005 1.06121
H 3.28644 1.97539 1.57560
H 4.30591 2.65158 -1.92986
H 4.01037 1.04391 -3.79918
H 3.28300 -1.29543 -3.34236
H 2.95161 -2.02816 -0.99305
H 3.24535 -0.41416 0.85685
Se 0.23630 2.83814 -0.97402
Se -3.03171 1.70851 -3.74327
Te -1.18321 2.78406 -4.78457
Se 1.10280 1.77084 -4.32577
C -0.23755 1.02143 -1.33839
Ge -0.98570 -0.14115 0.05766
C -0.62503 0.39666 1.90329
C -1.44764 -0.13310 2.89814
C -1.25756 0.19887 4.23154
C -0.23719 1.06984 4.59174
C 0.59427 1.59719 3.61502
C 0.39994 1.26063 2.28018
C -2.90046 0.15300 -0.25394
C -3.41224 1.35880 0.22949
C -4.71219 1.75260 -0.05055
C -5.53010 0.94115 -0.82465
C -5.03924 -0.26072 -1.31152
C -3.73467 -0.64692 -1.03062
C -0.40237 -2.02317 0.00218
C 0.81882 -2.30591 0.61636
C 1.28659 -3.60490 0.75068
C 0.52437 -4.66452 0.27843
C -0.69886 -4.40860 -0.32157
C -1.15686 -3.10316 -0.45236
H -0.97108 0.99302 -2.14083
H -2.25111 -0.81267 2.63202
H -1.90689 -0.21986 4.99019
H -0.09623 1.34102 5.63049
H 1.38937 2.28024 3.88962
H 1.03984 1.69273 1.52084
H -2.78479 2.00774 0.83275
H -5.08310 2.69687 0.32746
H -6.54142 1.24991 -1.05687
H -5.66843 -0.89762 -1.92062
H -3.37576 -1.57473 -1.45276
H 1.40130 -1.49154 1.03123
H 2.23402 -3.79301 1.24235
H 0.87353 -5.68270 0.39375
H -1.30733 -5.22834 -0.68253
H -2.11571 -2.94454 -0.92357

Record 3
67
Properties=species:S:1:pos:R:3 method="wB97M-V/def2-TZVPD" charge=-1 relative_energy_kcal_mol=19.84 multiplicity=5 orbital_gap_ha="0.24083 / 0.23617"
Ir 11.26412 10.37717 10.20122
O 15.54481 8.89942 14.35891
C 14.54046 9.11840 13.48029
C 13.68289 8.11528 13.06228
C 12.72395 8.44702 12.11197
N 12.60486 9.65828 11.55035
C 13.37128 10.62428 11.99943
C 14.40241 10.39821 12.90986
C 13.05487 12.08380 11.55170
O 13.75184 12.95399 12.04411
O 12.06421 12.22359 10.82558
C 11.70128 7.32289 11.66990
O 11.96498 6.20609 12.14735
O 10.70163 7.77838 11.00929
H 15.45953 8.01477 14.76264
H 13.83184 7.05277 13.39957
H 15.03903 11.14233 13.28574
O 13.87896 10.65355 6.55404
S 13.50336 10.05224 7.84140
O 14.25298 10.40787 9.00071
N 11.93784 10.22023 8.13336
C 11.01935 10.32770 7.10762
C 11.16831 10.09591 5.75345
C 10.09561 10.23193 4.93169
C 8.83681 10.65960 5.37943
C 8.63933 10.88255 6.79304
C 7.45502 11.42979 7.40760
C 7.39755 11.69508 8.74903
C 8.53782 11.30109 9.51218
N 9.60021 10.87856 8.94462
C 9.75009 10.70783 7.61577
C 13.65509 8.27254 7.43322
C 14.62470 7.79838 6.57199
C 14.70568 6.40625 6.48658
C 13.92742 5.55567 7.20749
C 12.99581 6.04988 8.06756
C 12.84422 7.39956 8.11561
H 12.16252 9.68586 5.44838
H 10.24530 9.98295 3.90295
H 8.03660 10.84848 4.70816
H 6.61558 11.64201 6.71938
H 6.59431 12.07648 9.32693
H 8.60470 11.40194 10.55804
H 15.18939 8.42841 5.98684
H 15.48644 5.97166 5.79427
H 14.10696 4.44846 7.07798
H 12.29876 5.42873 8.66527
H 12.00074 7.82435 8.67430
C 5.13760 8.23431 8.05742
C 6.16760 7.25624 7.55932
O 6.75025 6.62093 8.65778
P 8.09134 7.37091 9.23278
O 8.86500 8.02590 8.18116
Te 8.98075 5.56422 10.53334
O 7.55067 8.48936 10.30527
C 6.79336 8.12013 11.53083
C 7.50211 8.93469 12.55092
H 4.35479 8.46520 7.24481
H 5.60251 9.27152 8.27708
H 4.61077 7.93005 8.94774
H 6.96614 7.85576 7.04922
H 5.76510 6.56444 6.80067
H 6.77169 7.07959 11.75140
H 5.73096 8.41607 11.39544
H 8.55079 8.71074 12.46492
H 7.12924 8.81934 13.57379
H 7.43071 9.98889 12.27059